(1)
Below is C7H15NS3 in the gas phase at a distorted geometry, with properties calculated with the ωB97M-V functional and the def2-TZVPD basis.

```
26
Properties=species:S:1:pos:R:3:forces:R:3
S 0.090 3.322 0.785 0.30 -0.70 -0.49
S 1.097 0.517 0.779 -0.74 -0.53 -0.61
S -0.311 -0.625 -0.267 0.48 -0.24 -0.11
C 0.836 2.075 -0.048 0.65 1.78 -1.57
N 1.374 2.254 -1.326 -0.76 0.16 1.56
C 1.202 3.585 -1.988 -0.15 -0.47 0.81
C 2.230 1.246 -1.963 0.03 -0.19 -0.34
C -1.768 0.123 1.965 0.07 0.13 0.11
C -2.307 -2.132 0.924 -0.95 0.64 -0.43
C -2.994 0.111 -0.159 0.15 -2.17 -0.64
C -1.924 -0.653 0.641 -0.45 0.78 1.56
H 1.728 3.585 -2.943 -0.15 -0.15 0.10
H 0.125 3.797 -2.127 0.55 -0.11 0.03
H 1.616 4.383 -1.340 -0.22 -0.43 -0.28
H 2.976 0.872 -1.253 -0.10 0.18 -0.19
H 1.658 0.354 -2.311 0.25 0.73 0.08
H 2.751 1.731 -2.818 -0.42 -0.47 0.59
H -2.745 0.116 2.500 0.73 -0.22 -0.15
H -0.939 -0.291 2.564 -0.61 0.08 0.07
H -1.512 1.185 1.781 -0.13 -0.53 -0.01
H -3.287 -2.215 1.443 0.47 0.39 -0.31
H -1.599 -2.633 1.547 0.70 -0.16 0.38
H -2.409 -2.707 0.004 0.09 0.03 -0.15
H -3.143 -0.441 -1.099 -0.14 0.37 -0.01
H -3.952 0.134 0.354 -0.02 -0.05 0.26
H -2.671 1.092 -0.370 0.37 1.17 -0.24
```
Positions in Å, forces in eV/Å.

Computed properties:
total energy	-41497.8980	eV
HOMO	-8.1137	eV
SMILES	CN(C)C(=S)SSC(C)(C)C
LUMO	-0.05	eV
strongest force on any atom	0.04785	hartree/bohr

***

(2)
Below is 2 unconnected molecules or ions with the total composition C4H8Br2ClN at a distorted geometry, with properties calculated with the ωB97M-V functional and the def2-TZVPD basis.

```
16
Properties=species:S:1:pos:R:3:forces:R:3
C -0.905 -0.255 0.723 0.33 -0.62 0.86
C -1.802 -1.087 -0.179 -1.23 0.19 0.65
C 0.512 -0.762 0.792 1.15 2.42 -3.10
C 1.647 0.591 -0.594 -4.17 -0.18 0.62
N 1.062 1.906 -0.567 -0.69 -1.81 -3.83
Cl 3.229 0.525 0.059 0.97 -0.48 -0.19
Br -3.645 -0.346 -0.010 0.37 -0.46 0.06
Br 0.837 -2.479 0.048 0.38 -0.18 0.24
H -1.291 -0.185 1.765 -0.18 -0.60 -0.59
H -0.871 0.793 0.466 0.00 0.40 -0.70
H -1.701 -1.114 -1.239 0.82 0.86 -0.78
H -1.783 -2.154 0.026 -0.46 0.15 0.82
H 1.073 -0.568 1.679 0.27 -0.14 0.49
H 1.299 0.137 -1.601 1.56 0.29 1.73
H 1.240 2.560 0.101 1.06 1.39 2.78
H 1.100 2.440 -1.469 -0.18 -1.23 0.95
```
Positions in Å, forces in eV/Å.

Computed properties:
total energy	-158372.7303	eV
HOMO	-8.3178	eV
LUMO	0.68	eV
strongest force on any atom	0.08351	hartree/bohr
ΔE to the lowest compared entry with this formula, charge and spin	2.1392	eV

***

(3)
Below is 5 unconnected molecules or ions with the total composition C17H26Cl8N4OS at a distorted geometry, with properties calculated with the ωB97M-V functional and the def2-TZVPD basis.

```
57
Properties=species:S:1:pos:R:3:forces:R:3
N -1.744 -2.749 0.309 6.27 8.79 -5.87
C -1.054 -1.827 -0.318 -3.32 -7.21 4.06
C 0.102 -0.986 -1.127 -0.57 -0.06 0.19
C 0.038 0.634 -0.718 0.82 -0.94 -0.22
C 1.620 1.110 -0.600 8.29 2.47 -1.80
N 2.883 1.456 -0.741 -11.98 -3.30 1.44
C -0.760 1.370 -1.950 -0.41 -0.11 0.52
C -1.311 2.878 -1.617 0.27 0.30 -1.32
C -0.098 4.000 -1.408 -1.11 -0.24 1.11
C -0.109 4.371 0.200 -0.33 0.75 -0.50
C 1.312 4.946 0.777 -0.07 0.23 -0.07
C 2.089 3.965 1.835 1.59 0.59 0.86
C 1.139 3.281 2.982 -2.10 -0.61 -1.59
S 2.079 2.388 4.349 -1.52 -0.23 1.17
C 0.693 1.551 5.360 -3.11 -2.11 -2.48
N -0.314 0.732 4.525 2.62 2.79 6.83
N -1.233 0.250 5.484 3.64 3.21 4.65
C -0.809 0.736 6.857 -0.63 -1.03 -5.13
O 0.426 1.582 6.806 -3.05 -2.68 -4.57
H 1.184 -1.446 -0.956 -2.57 0.78 0.08
H -0.095 -1.072 -2.299 -0.10 0.07 3.48
H -0.492 0.697 0.323 1.22 0.27 -1.95
H -1.708 0.685 -2.185 2.03 1.35 0.59
H -0.076 1.339 -2.904 -1.47 0.18 2.56
H -1.943 3.263 -2.553 1.21 -1.15 1.96
H -2.062 2.861 -0.715 1.60 0.02 -1.64
H 0.957 3.590 -1.727 -2.18 0.85 0.45
H -0.432 4.963 -1.997 1.10 -1.91 1.01
H -0.905 5.242 0.344 1.52 -1.98 -0.27
H -0.536 3.435 0.757 1.11 1.80 -0.77
H 1.106 5.994 1.284 0.44 -2.23 -0.86
H 2.042 5.183 -0.137 -1.53 -0.68 2.02
H 2.867 4.656 2.419 -1.59 -1.41 -1.29
H 2.769 3.166 1.268 -1.85 1.56 1.29
H 0.496 2.439 2.432 1.32 1.83 1.35
H 0.375 4.023 3.474 1.66 -1.24 -1.04
H -1.475 0.444 7.789 2.18 1.06 -1.87
C 0.149 -2.373 -5.249 -0.07 -0.46 -0.33
Cl 0.710 -1.180 -4.071 0.63 -0.20 -1.16
Cl -0.876 -1.622 -6.477 0.05 -0.12 0.05
H 1.016 -2.825 -5.737 -0.18 0.26 0.14
H -0.425 -3.144 -4.729 0.09 0.31 -0.06
C -2.033 -6.293 1.485 -0.09 0.49 0.11
Cl -3.217 -6.666 0.227 0.01 0.08 0.05
Cl -0.943 -7.658 1.758 0.06 0.06 0.06
H -1.445 -5.425 1.176 -0.16 -0.28 -0.01
H -2.561 -6.068 2.415 0.12 -0.19 -0.27
C -0.775 3.478 -5.320 -0.28 0.23 0.05
Cl 0.310 4.450 -6.322 -0.10 0.06 0.04
Cl -0.066 1.899 -4.962 -0.06 0.24 -0.94
H -0.961 4.006 -4.382 0.20 -0.14 -0.23
H -1.717 3.333 -5.854 0.32 -0.05 0.06
C 1.177 -10.465 2.071 0.03 0.35 -0.04
Cl 1.478 -11.365 3.562 0.03 0.10 0.05
Cl 0.693 -11.549 0.761 -0.01 0.11 -0.05
H 0.378 -9.741 2.247 0.20 -0.41 0.00
H 2.092 -9.943 1.780 -0.20 -0.25 0.07
```
Positions in Å, forces in eV/Å.

Computed properties:
total energy	-137060.0889	eV
HOMO	-8.8789	eV
SMILES	N#CC[C@@H](C#N)CCCCCCCSc1nnco1.ClCCl.ClCCl.ClCCl.ClCCl
LUMO	-0.23	eV
strongest force on any atom	0.24328	hartree/bohr

***

(4)
Below is a molecular structure, C37H41Cl5GeN3O3PV at a distorted geometry, with properties calculated with the ωB97M-V functional and the def2-TZVPD basis.

```
92
Properties=species:S:1:pos:R:3:forces:R:3
V -0.570 -1.067 -0.558 0.48 -0.41 0.45
C 0.881 -4.352 3.304 -0.58 0.64 -0.17
C -0.445 -4.030 2.978 0.29 -0.19 -0.24
C -0.842 -2.688 2.868 0.10 -1.70 0.06
C 0.070 -1.695 3.113 -0.44 0.95 0.02
C 1.371 -2.004 3.477 0.63 1.18 -0.17
C 1.793 -3.300 3.519 0.25 -1.13 0.02
P -0.567 -0.028 3.005 0.19 0.02 0.01
C -0.675 0.656 4.656 -0.17 -0.17 -1.28
C -1.258 1.901 4.826 -0.16 0.17 0.89
C -1.485 2.346 6.124 0.36 -0.37 0.08
C -1.189 1.516 7.211 0.32 0.08 0.28
C -0.649 0.252 6.992 -0.01 0.37 1.08
C -0.362 -0.152 5.716 0.06 -0.90 0.20
C -2.102 0.095 2.182 0.27 -0.30 0.09
C -3.207 0.501 2.921 -0.59 0.04 0.37
C -4.407 0.641 2.266 -0.89 -0.19 -0.09
C -4.467 0.306 0.919 0.35 0.44 -0.26
C -3.330 -0.080 0.209 -1.10 0.34 0.70
C -2.095 -0.228 0.802 1.06 0.02 0.27
H 1.178 -5.397 3.366 0.06 0.30 -0.12
H -1.161 -4.806 2.672 0.47 0.34 0.44
H -1.856 -2.491 2.584 -0.31 0.28 -0.17
H 2.086 -1.197 3.681 -0.24 -0.34 -0.10
H 2.861 -3.469 3.670 -0.37 -0.27 0.19
H -1.553 2.476 3.967 0.08 0.33 -0.20
H -1.845 3.338 6.310 -0.31 0.31 -0.04
H -1.310 1.865 8.250 -0.16 -0.13 -0.70
H -0.426 -0.412 7.827 -0.06 0.24 -0.16
H 0.045 -1.138 5.547 0.06 0.00 0.02
H -3.206 0.687 3.997 0.32 -0.06 -0.39
H -5.312 0.968 2.795 0.48 -0.16 -0.22
H -5.383 0.428 0.372 -0.38 -0.03 -0.05
H -3.454 -0.231 -0.836 -0.02 -0.23 -0.86
Cl 1.658 2.780 4.003 0.36 -0.25 -0.24
C 2.437 1.786 2.797 0.01 0.90 0.97
C 3.824 1.950 2.632 -0.25 0.64 1.01
C 4.447 1.328 1.629 1.15 0.28 0.38
Cl 6.149 1.593 1.460 0.14 -0.05 -0.09
C 3.772 0.462 0.780 -0.30 -0.63 -0.99
C 4.424 -0.203 -0.267 -1.18 -0.89 -1.03
C 3.708 -1.066 -1.088 0.53 1.15 1.10
C 2.345 -1.173 -0.808 -0.57 -0.06 0.56
N 1.668 -0.540 0.158 0.52 -0.63 -1.13
C 2.385 0.273 0.957 -0.17 -0.22 0.07
C 1.721 0.952 2.016 -0.19 -0.20 -0.62
O 0.365 0.873 2.068 0.14 -0.03 0.17
H 4.382 2.563 3.330 -0.18 0.08 -0.12
H 5.445 0.001 -0.457 0.86 0.05 -0.03
H 4.171 -1.597 -1.913 -0.19 0.06 0.15
H 1.764 -1.859 -1.384 -0.37 -0.33 -0.47
N -0.506 3.473 1.248 -0.26 -0.04 0.15
N -0.665 3.144 -0.134 0.32 0.56 0.29
H -0.881 4.394 1.413 0.01 0.12 -0.13
H 0.441 3.439 1.620 -0.07 0.00 -0.41
H 0.133 3.418 -0.700 0.00 0.03 0.11
H -0.768 2.150 -0.221 -0.14 -0.58 0.03
C -2.715 -0.902 -5.159 0.08 -1.54 0.44
C -3.124 0.541 -5.380 -0.32 -0.04 0.11
C -2.157 1.614 -4.881 -0.71 0.27 -0.11
C -1.809 1.477 -3.401 -0.05 0.12 0.11
Ge -0.261 0.372 -2.806 0.16 -0.17 0.40
C 1.313 1.635 -3.081 -0.54 0.24 -0.01
C 1.805 1.675 -4.543 -0.51 -0.65 0.66
C 2.880 0.631 -4.778 -0.49 -1.08 0.22
C 3.150 0.346 -6.249 0.57 -0.66 0.26
H -3.514 -1.592 -5.507 0.41 0.45 -0.14
H -2.599 -1.223 -4.096 0.10 0.66 -0.52
H -1.772 -1.199 -5.666 -0.51 0.33 0.20
H -4.071 0.700 -4.832 0.11 -0.04 -0.42
H -3.303 0.655 -6.466 -0.10 0.21 0.49
H -2.658 2.600 -5.059 0.43 -0.59 0.04
H -1.269 1.584 -5.495 0.43 0.13 -0.20
H -2.713 1.210 -2.822 0.32 0.06 -0.20
H -1.490 2.451 -3.027 -0.18 0.21 0.13
H 0.069 -0.627 -3.963 -0.04 -0.08 -0.17
H 2.153 1.350 -2.444 0.04 0.10 0.23
H 0.940 2.624 -2.743 0.31 -0.33 -0.16
H 2.228 2.630 -4.794 0.11 0.71 -0.23
H 0.946 1.485 -5.193 0.19 0.09 -0.18
H 2.599 -0.325 -4.258 0.06 0.66 -0.43
H 3.796 0.946 -4.288 0.27 0.20 0.10
H 2.358 -0.241 -6.725 0.09 -0.02 0.19
H 4.116 -0.181 -6.346 -0.48 0.01 -0.15
H 3.241 1.254 -6.810 0.06 0.67 -0.32
Cl -2.301 -5.580 -2.055 -0.45 -0.96 0.17
C -1.387 -4.141 -1.790 -0.13 -0.12 0.52
Cl -0.437 -3.873 -3.224 0.59 0.56 -0.23
Cl -2.577 -2.831 -1.537 0.00 0.78 -0.01
C -0.531 -4.163 -0.440 -0.12 0.28 -1.37
O -0.572 -5.142 0.232 -0.27 -1.82 0.97
O 0.120 -3.111 -0.247 0.35 1.88 -0.04
```
Positions in Å, forces in eV/Å.

Computed properties:
total energy	-203749.8923	eV
HOMO (spin up / spin down)	-6.5325 / -6.7770	eV
LUMO (spin up / spin down)	-0.96 / -0.99	eV
2S+1	4
strongest force on any atom	0.04041	hartree/bohr
ΔE to the lowest compared entry with this formula, charge and spin	2.5094	eV